Entry from OMol25: C37H42CoFN3O2P as an isolated structure (the ωB97M-V functional and the def2-TZVPD basis).

Properties
E_LUMO (alpha / beta): 2.66 / 2.66 eV
spin multiplicity: 2
charge: -1
orbital gap (alpha / beta): 0.2214 / 0.2236 hartree
electronic energy: -97252.0908 eV

```
87
C37H42CoFN3O2P (the ωB97M-V functional and the def2-TZVPD basis)
Co 0.4961 -1.1145 -0.5690
C 1.8137 -3.0772 2.3645
C 1.5680 -2.0413 3.4244
C 2.2363 -2.1344 4.6405
C 2.0276 -1.2151 5.6572
C 1.1222 -0.1842 5.4656
C 0.4528 -0.0761 4.2560
C 0.6724 -0.9817 3.2198
P -0.2251 -0.8731 1.6123
C -1.1617 0.6936 1.8143
C -2.5548 0.7013 1.8098
C -3.2678 1.8888 1.8680
C -2.5864 3.0944 1.9337
C -1.2005 3.0948 1.9291
C -0.4695 1.9127 1.8605
C 1.0313 1.9735 1.8697
C -1.4653 -2.1763 1.8250
C -2.2965 -2.2989 2.9363
C -3.3470 -3.1983 2.9257
C -3.5560 -3.9723 1.7832
C -2.6927 -3.8965 0.7086
C -1.5807 -3.0310 0.7156
C -0.5720 -2.9556 -0.3439
H 2.2905 -3.9579 2.7954
H 2.4587 -2.6843 1.5776
H 0.8820 -3.3932 1.8932
H 2.9298 -2.9540 4.7895
H 2.5620 -1.3121 6.5939
H 0.9301 0.5348 6.2519
H -0.2574 0.7295 4.1230
H -3.0908 -0.2372 1.7403
H -4.3506 1.8684 1.8542
H -3.1285 4.0312 1.9792
H -0.6623 4.0358 1.9662
H 1.3721 2.9120 1.4320
H 1.4591 1.1552 1.2907
H 1.4236 1.9059 2.8892
H -2.1384 -1.6558 3.7958
H -4.0093 -3.2829 3.7777
H -4.3924 -4.6614 1.7484
H -2.8394 -4.5395 -0.1516
H -0.8959 -3.4494 -1.2639
H 0.3510 -3.4543 -0.0147
C 1.1657 -1.6731 -4.7595
C 0.9494 -0.8789 -3.4727
O 0.8149 -1.6113 -2.4418
O 0.9195 0.3528 -3.5248
H 2.1854 -2.0652 -4.7571
H 1.0366 -1.0327 -5.6298
H 0.4851 -2.5233 -4.8011
C -0.5038 4.0660 -2.0279
C 0.6471 3.0880 -1.9183
N 0.1940 1.9061 -1.2093
C -1.0127 1.3230 -1.5307
N -1.1634 0.0839 -1.2261
C -2.3907 -0.6096 -1.5523
C -3.5747 0.3281 -1.7210
C -3.1662 1.4735 -2.6241
N -1.9901 2.1253 -2.0861
C -1.6456 3.3729 -2.7419
H -0.2044 4.9562 -2.5836
H -0.8294 4.3715 -1.0298
H 1.4794 3.5202 -1.3560
H 1.0222 2.8173 -2.9126
H 0.8997 1.1684 -1.2417
H -2.5928 -1.3356 -0.7596
H -2.2291 -1.1964 -2.4650
H -3.8719 0.7319 -0.7482
H -4.4295 -0.2047 -2.1433
H -3.9580 2.2259 -2.6965
H -2.9698 1.1045 -3.6426
H -2.5436 3.9996 -2.7448
H -1.3687 3.1937 -3.7924
F 5.2910 1.9776 -4.2669
C 4.6425 1.2984 -3.2711
C 4.1889 1.9926 -2.1688
C 3.5322 1.2946 -1.1684
C 3.3051 -0.0892 -1.2455
C 2.5288 -0.7877 -0.2123
C 3.8091 -0.7445 -2.3770
C 4.4680 -0.0638 -3.3876
H 4.3484 3.0615 -2.1031
H 3.1690 1.8361 -0.3003
H 2.7253 -0.3398 0.7690
H 2.8089 -1.8481 -0.1651
H 3.6508 -1.8113 -2.4722
H 4.8395 -0.5775 -4.2649
```

---

Entry from OMol25: C37H43BeO2Si as an isolated structure at a distorted geometry (the ωB97M-V functional and the def2-TZVPD basis).

Properties
E_LUMO: 1.97 eV
charge: -1
orbital gap: 0.1349 hartree
electronic energy: -51438.0896 eV

```
84
C37H43BeO2Si (the ωB97M-V functional and the def2-TZVPD basis)
O -1.9731 7.0284 0.1107
C -2.5472 7.4765 -1.1506
C -2.5127 8.9679 -0.7713
H -3.5641 7.0920 -1.2909
H -1.8961 7.2320 -1.9971
C -1.9285 8.4135 0.5701
H -3.4972 9.4370 -0.6694
H -1.8001 9.5690 -1.3460
C -2.8451 8.6864 1.7457
H -3.8811 8.3997 1.5278
H -2.8256 9.7605 1.9778
H -2.4908 8.1505 2.6338
C -0.5169 8.8821 0.8494
H 0.1339 8.7263 -0.0190
H -0.1141 8.3464 1.7173
H -0.5291 9.9528 1.0923
Be 1.5345 -0.6183 0.8629
C 3.2392 -0.9131 0.0969
C 2.5085 -1.3227 -1.0793
C 1.9785 -0.1643 -1.6999
H 2.4751 -2.3269 -1.4902
C 2.4226 0.9666 -0.9791
C 3.1610 0.5273 0.1563
H 3.6878 1.1798 0.8529
H 3.8161 -1.5773 0.7451
H 1.4214 -0.1432 -2.6270
H 2.3395 1.9946 -1.3379
C 1.0157 -1.7749 2.4265
C 1.7668 -0.5896 2.7616
C 0.8440 0.5181 2.7424
H 2.8105 -0.5547 3.0762
C -0.4449 0.0089 2.4178
C -0.3457 -1.3865 2.2261
H -1.1918 -2.0503 2.0384
H 1.4174 -2.7848 2.4218
H 1.0678 1.5376 3.0264
H -1.3708 0.5711 2.4432
O -0.1805 1.5456 0.0339
C 0.1389 2.8360 0.6016
C -0.3346 3.9034 -0.3797
H 1.2176 2.8840 0.8229
H -0.4011 2.9468 1.5580
C -1.5116 3.1932 -1.0793
H 0.4636 4.0812 -1.1157
H -0.6182 4.8514 0.0902
C -1.0510 1.7363 -1.0984
H -1.7456 3.5990 -2.0676
H -2.3962 3.2831 -0.4345
H -0.4826 1.5440 -2.0261
H -1.8758 1.0094 -1.0452
C -0.9800 -4.1655 -4.5039
C -0.9344 -2.8631 -3.9960
C -0.5686 -2.6275 -2.6696
C -0.2017 -3.7073 -1.8458
C -0.2995 -5.0190 -2.3452
C -0.6706 -5.2427 -3.6713
Si 0.3520 -3.6354 -0.0891
C -0.9550 -4.5234 0.8805
C -2.3006 -4.0958 0.8201
C -3.3006 -4.8288 1.4703
C -2.9634 -5.9862 2.1738
C -1.6418 -6.4170 2.2325
C -0.6330 -5.6957 1.5822
C 1.9978 -4.5004 0.0613
C 2.5642 -4.8555 1.3028
C 3.7968 -5.5171 1.3592
C 4.4747 -5.8518 0.1847
C 3.9310 -5.5029 -1.0523
C 2.7093 -4.8224 -1.1129
H -1.2660 -4.3485 -5.5432
H -1.1888 -2.0230 -4.6478
H -0.5620 -1.6132 -2.2625
H -0.0782 -5.8690 -1.6943
H -0.7126 -6.2680 -4.0430
H -2.5635 -3.1951 0.2566
H -4.3320 -4.4767 1.4230
H -3.7469 -6.5556 2.6824
H -1.3681 -7.3147 2.7884
H 0.4050 -6.0402 1.6135
H 2.0354 -4.6393 2.2358
H 4.2223 -5.7640 2.3344
H 5.4368 -6.3754 0.2295
H 4.4503 -5.7385 -1.9848
H 2.3031 -4.5533 -2.0911
```

---

Entry from OMol25: C37H43Br2IrN3O4Sb2 as an isolated structure at a distorted geometry (the ωB97M-V functional and the def2-TZVPD basis).

Properties
E_LUMO (alpha / beta): -7.79 / -7.83 eV
spin multiplicity: 2
charge: +2
orbital gap (alpha / beta): 0.1673 / 0.1657 hartree
electronic energy: -207709.8993 eV

```
92
C37H43Br2IrN3O4Sb2 (the ωB97M-V functional and the def2-TZVPD basis)
Ir -0.4348 0.1744 0.3522
C -1.7771 -3.6610 -0.4453
Sb -2.2476 -1.6167 -0.2003
C -3.6878 -1.7196 1.3541
C -3.4883 -1.2809 -1.9124
C -4.6798 -0.4713 -1.5044
C -5.7811 -1.1074 -0.9352
C -6.8728 -0.3943 -0.4708
C -6.8676 0.9898 -0.5609
C -5.7883 1.6282 -1.1474
C -4.7012 0.9154 -1.6636
C -3.6611 1.6483 -2.4088
Sb -1.7811 2.2902 -1.1894
C -1.1577 3.4834 -2.8404
C -2.8655 3.7600 -0.1058
H -2.7166 -4.2077 -0.4985
H -1.1859 -3.9968 0.4026
H -1.2000 -3.8041 -1.3559
H -4.4269 -2.4836 1.1265
H -4.1828 -0.7559 1.4648
H -3.1844 -1.9797 2.2871
H -3.7650 -2.2799 -2.2510
H -2.8553 -0.8109 -2.6611
H -5.7817 -2.1907 -0.8662
H -7.7198 -0.9118 -0.0402
H -7.7123 1.5614 -0.1993
H -5.7935 2.7080 -1.2525
H -3.9261 2.6659 -2.6873
H -3.1381 1.1143 -3.1974
H -1.9007 4.2698 -2.9650
H -1.0925 2.8929 -3.7527
H -0.1934 3.9246 -2.6076
H -3.3727 4.3998 -0.8257
H -2.1645 4.3538 0.4790
H -3.6039 3.2950 0.5468
O 1.0433 1.5995 0.8230
C 1.0992 2.7394 0.2603
O 0.1468 3.2632 -0.3397
C 2.4018 3.4690 0.3123
C 2.7298 4.2791 1.3900
C 3.9475 4.9444 1.4011
C 4.8328 4.7946 0.3433
C 4.5057 3.9726 -0.7268
C 3.2895 3.3074 -0.7442
H 2.0363 4.3939 2.2155
H 4.2081 5.5785 2.2385
H 5.7788 5.3194 0.3511
H 5.2017 3.8490 -1.5459
H 3.0323 2.6585 -1.5746
N 0.4724 -0.0863 -1.4340
C 1.0874 -0.1669 -2.4094
N 1.7752 -0.2549 -3.5068
C 2.8494 -1.2599 -3.6820
C 2.5368 -2.1382 -4.8847
C 2.2888 -1.2791 -6.1252
C 1.1341 -0.3077 -5.8731
C 1.4574 0.5828 -4.6830
H 2.9372 -1.8408 -2.7662
H 3.7852 -0.7198 -3.8431
H 1.6536 -2.7464 -4.6717
H 3.3775 -2.8140 -5.0446
H 2.0674 -1.9126 -6.9831
H 3.1938 -0.7108 -6.3631
H 0.2168 -0.8687 -5.6730
H 0.9608 0.3229 -6.7458
H 0.6302 1.2429 -4.4280
H 2.3338 1.1966 -4.9051
Br 3.7404 -3.3818 3.7964
C 2.5392 -1.9492 3.9976
C 2.7016 -1.2909 5.2340
C 1.9424 -0.1802 5.6112
C 1.0195 0.2911 4.7438
C 0.7840 -0.3148 3.4335
C 1.5784 -1.5265 3.1014
C 1.3223 -2.2153 1.7408
O 2.0316 -3.1376 1.4318
O 0.3386 -1.7915 1.0063
H 3.4639 -1.6645 5.9084
H 2.1059 0.2910 6.5710
H 0.4309 1.1674 4.9939
H 1.0820 0.4555 2.6872
Br -3.3662 0.6997 6.3715
C -2.4450 0.5886 4.7444
C -1.5616 -0.4019 4.5072
C -0.8142 -0.4966 3.2169
N -1.2403 0.4307 2.1799
C -2.0556 1.4103 2.5009
C -2.6728 1.5635 3.7493
H -1.3512 -1.1627 5.2508
H -0.9378 -1.5100 2.8352
H -2.2580 2.1311 1.7223
H -3.3384 2.3945 3.9326
```

---

Entry from OMol25: C37H43F6N2P3PdSeSi2 as an isolated structure (the ωB97M-V functional and the def2-TZVPD basis).

Properties
E_LUMO (alpha / beta): 2.34 / 0.42 eV
spin multiplicity: 4
charge: -1
orbital gap (alpha / beta): 0.2658 / 0.2045 hartree
electronic energy: -170810.7451 eV

```
95
C37H43F6N2P3PdSeSi2 (the ωB97M-V functional and the def2-TZVPD basis)
Pd 0.4128 -0.1332 -0.9349
C -4.4647 1.1261 -1.4054
Si -2.8306 0.5193 -2.1330
C -2.0997 1.9133 -3.1310
C -3.2082 -0.9377 -3.2708
N -1.7631 0.0392 -0.8565
P -1.9253 -0.9637 0.3797
C -0.4104 -1.6566 0.6758
P 1.0410 -1.3788 1.5056
N 1.8152 -0.1991 0.7491
Si 3.4348 0.4098 0.6687
C 3.7759 1.1112 -1.0338
C 3.6917 1.7337 1.9749
C 4.7191 -0.9543 0.9507
C 1.0122 -0.9918 3.2873
C -0.1257 -0.5863 3.9667
C -0.0570 -0.1904 5.2964
C 1.1572 -0.1901 5.9617
C 2.3078 -0.5874 5.2892
C 2.2335 -0.9813 3.9652
C 1.9148 -2.9815 1.4614
C 2.0597 -3.8186 2.5626
C 2.6442 -5.0717 2.4264
C 3.0827 -5.5038 1.1859
C 2.9261 -4.6801 0.0777
C 2.3456 -3.4318 0.2168
C -2.6484 -0.0502 1.7703
C -2.3763 1.3146 1.8399
C -2.7888 2.0493 2.9412
C -3.4829 1.4303 3.9717
C -3.7626 0.0711 3.9052
C -3.3414 -0.6685 2.8099
C -3.1101 -2.2929 0.0076
C -2.6123 -3.4469 -0.5911
C -3.4758 -4.4363 -1.0331
C -4.8468 -4.2870 -0.8738
C -5.3513 -3.1444 -0.2696
C -4.4861 -2.1502 0.1659
H -5.0344 1.6485 -2.1785
H -4.2974 1.8271 -0.5853
H -5.0859 0.3085 -1.0375
H -2.8216 2.2275 -3.8906
H -1.1823 1.6266 -3.6470
H -1.8531 2.7754 -2.5128
H -3.7614 -0.6057 -4.1533
H -3.7990 -1.7080 -2.7687
H -2.2770 -1.3961 -3.6112
H 2.9598 1.7310 -1.4048
H 3.9593 0.3167 -1.7616
H 4.6676 1.7429 -0.9947
H 3.1928 2.6545 1.6736
H 4.7537 1.9452 2.1246
H 3.2717 1.4222 2.9341
H 4.5720 -1.8066 0.2846
H 4.7562 -1.3397 1.9727
H 5.7023 -0.5258 0.7314
H -1.0794 -0.5696 3.4629
H -0.9618 0.1258 5.8002
H 1.2137 0.1250 6.9961
H 3.2665 -0.5807 5.7924
H 3.1423 -1.2765 3.4517
H 1.7065 -3.5087 3.5376
H 2.7494 -5.7079 3.2967
H 3.5380 -6.4805 1.0771
H 3.2469 -5.0120 -0.9000
H 2.2092 -2.8021 -0.6549
H -1.8273 1.7961 1.0375
H -2.5601 3.1061 2.9896
H -3.8054 2.0072 4.8299
H -4.3024 -0.4155 4.7083
H -3.5366 -1.7339 2.7738
H -1.5388 -3.5558 -0.6982
H -3.0766 -5.3270 -1.5023
H -5.5205 -5.0621 -1.2181
H -6.4193 -3.0214 -0.1386
H -4.8897 -1.2576 0.6267
F 0.2551 2.5217 -1.0096
P 0.7649 4.0863 -0.9646
F 1.2690 5.6148 -0.9007
F 1.8207 3.6761 0.1952
F 1.8685 3.7381 -2.0950
F -0.3589 4.3860 0.1641
F -0.2978 4.4619 -2.1225
Se 0.8705 -0.4086 -3.2240
C 1.4515 -2.2182 -3.4497
C 0.5841 -3.1865 -3.9511
C 1.0330 -4.4809 -4.1682
C 2.3527 -4.8179 -3.9026
C 3.2208 -3.8540 -3.4095
C 2.7736 -2.5625 -3.1770
H -0.4451 -2.9265 -4.1646
H 0.3478 -5.2272 -4.5511
H 2.7027 -5.8277 -4.0776
H 4.2533 -4.1061 -3.1998
H 3.4496 -1.8121 -2.7855
```